1.
41
Properties=species:S:1:pos:R:3:forces:R:3:mulliken_charge:R:1 method="wB97M-V/def2-TZVPD" relative_energy_kj_mol=400.7 total_energy_ha=-1085.28216 homo_energy_ev=-7.507 smiles="N[C@@H](C[C@@H](CCC(=O)NNc1ccccc1)C(=O)O)C(=O)O" charge=0 gap_ev=7.804
O -1.122924 2.276080 2.738682 -0.35 0.39 0.29 -0.69
O 4.314258 -0.087198 2.720839 1.00 0.37 -0.49 -0.58
O 3.224313 -2.926015 -1.772292 -1.65 1.34 0.06 -0.57
O 2.821119 1.232619 3.592615 -0.37 1.71 0.68 -0.39
O 1.489335 -2.230805 -3.031747 0.27 0.51 1.03 -0.45
C -0.747983 1.198244 2.323734 -0.41 0.40 -1.41 0.43
C 3.222365 0.411424 2.660015 -0.51 -4.24 -1.66 0.22
C 2.284142 -2.148758 -1.899434 2.49 -1.44 -0.95 0.20
C -3.651478 0.786926 -3.707007 -0.18 0.37 1.64 -0.41
C -3.570859 2.061967 -3.075269 1.21 -0.25 0.38 -0.54
C -3.206372 -0.311709 -2.889545 0.87 0.75 -2.31 -0.58
C -2.990422 2.224980 -1.775756 -1.11 0.39 -2.31 -0.47
C -2.608504 -0.102997 -1.633672 -0.65 -1.17 -0.22 0.23
C -2.512407 1.169970 -1.036343 0.06 -0.36 1.24 0.13
N -1.132918 0.811227 1.025776 1.04 -1.22 1.55 0.21
N -2.082085 1.485392 0.273710 -1.06 1.74 0.47 -0.47
N 0.599918 -0.911218 -0.620075 -1.50 0.38 -1.44 -0.34
C 0.021697 0.228069 3.241975 -1.15 -1.31 -1.77 -0.46
C 0.904295 -0.837359 2.513740 -0.18 0.52 -0.74 -1.17
C 2.635578 -1.183234 0.482674 2.15 -1.34 0.98 -1.15
C 2.124380 -0.290572 1.663872 -0.72 1.99 -0.17 0.66
C 1.992888 -1.004934 -0.912342 0.30 -1.41 2.19 -0.07
H 3.637168 1.452101 4.109861 -0.79 -0.27 -0.38 0.38
H 1.872824 -2.893477 -3.648521 -0.07 0.37 0.82 0.36
H -4.127264 0.663746 -4.713352 0.76 0.03 1.10 0.34
H -3.717427 3.027898 -3.596092 -0.47 -0.92 0.11 0.28
H -3.069307 -1.297325 -3.454080 -0.60 1.18 1.40 0.25
H -2.935346 3.236763 -1.405458 0.14 0.08 0.19 0.34
H -2.406941 -1.052425 -1.128969 0.46 0.59 0.29 0.39
H -0.687778 0.026336 0.574374 0.03 -0.13 0.12 0.29
H -2.441251 2.350307 0.767046 0.88 -1.55 -1.08 0.28
H 0.169676 -1.767774 -0.984559 -0.41 0.81 0.07 0.15
H 0.270346 -0.097906 -1.133658 -0.74 -0.49 -0.26 0.25
H 0.457714 0.740904 4.092240 0.14 0.20 -0.34 0.27
H -0.839968 -0.371048 3.608067 0.48 0.24 0.28 0.32
H 0.242071 -1.442552 1.847788 0.55 0.67 0.25 0.42
H 1.179462 -1.553358 3.269321 0.72 -0.26 0.32 0.48
H 3.726130 -1.045712 0.365365 -0.36 -0.27 0.34 0.38
H 2.458414 -2.212934 0.743518 0.28 -0.62 0.30 0.38
H 1.738789 0.500829 1.013052 -0.51 0.75 0.81 0.21
H 2.464353 -0.116474 -1.210094 0.03 1.45 -1.40 0.51

---

2.
41
Properties=species:S:1:pos:R:3:forces:R:3:mulliken_charge:R:1 method="wB97M-V/def2-TZVPD" relative_energy_kj_mol=311.5 total_energy_ha=-1085.31614 homo_energy_ev=-8.119 smiles="N[C@@H](Cc1c[nH]c2ccccc12)C(=O)O.N[C@@H](CO)C(=O)O" charge=0 gap_ev=8.595
C 1.174835 -2.381728 0.904416 0.68 -0.55 -0.79 0.36
C 2.360577 -2.804630 0.009165 -0.16 0.87 -0.03 0.20
C 0.933123 -0.893158 0.871921 -1.57 -2.21 -0.31 -1.21
C -0.463627 -0.626278 1.240330 -0.17 1.06 1.13 0.72
C -1.636356 -0.469290 0.559017 0.00 0.10 1.36 -0.91
C -0.711937 -0.203205 2.594084 -0.64 0.36 0.15 0.92
C -2.040871 0.187260 2.716907 -1.29 1.61 -1.02 -0.18
C 0.045710 0.025372 3.719397 -3.03 0.40 0.55 -0.62
C -2.673987 0.766538 3.833382 0.90 -0.69 -0.32 -0.86
C -0.553363 0.431214 4.889389 0.98 -0.45 0.13 -0.80
C -1.891461 0.735699 4.974532 -1.33 0.38 1.79 -0.38
C 0.243339 2.462055 -4.167221 -0.49 0.05 0.14 0.39
C 1.614967 2.152201 -4.686692 0.07 1.63 0.20 0.35
C 0.078603 1.371272 -3.071287 -1.47 1.90 0.67 -0.84
H 0.428028 -3.354738 2.525043 -1.14 -0.37 0.61 0.24
H 1.631783 -2.394198 2.841918 2.06 3.40 3.81 0.12
H 0.360749 -2.878961 0.386561 -0.41 -0.06 -0.01 0.38
H 1.144880 -0.518155 -0.069411 0.55 0.59 -1.94 0.33
H 1.572699 -0.441847 1.548539 1.35 1.10 1.41 0.72
H -1.973620 -0.909893 -0.364300 0.11 0.59 -0.34 0.46
H -3.569463 0.293711 1.142088 2.65 -0.48 1.08 0.30
H 0.971990 -0.300161 3.789811 4.62 -1.07 0.08 0.45
H -3.649181 1.223052 3.717456 -0.13 -0.36 0.38 0.36
H 0.052574 0.460348 5.786854 -0.05 -0.01 0.01 0.38
H -2.257431 0.836923 6.041177 -0.02 0.54 -1.61 0.30
H 2.387940 -4.110240 1.295809 0.98 0.15 -1.04 0.47
H -1.557217 2.215847 -4.774853 -3.33 -0.25 1.37 0.31
H -0.558437 1.469244 -5.677410 0.09 -1.06 -0.95 0.23
H 0.105385 3.503018 -3.766780 0.75 -0.99 -0.06 0.34
H 0.391827 0.449609 -3.459550 0.12 -1.52 -0.55 0.47
H 0.706656 1.599053 -2.218130 0.16 0.08 0.22 0.32
H -1.480133 2.024702 -2.165464 -0.57 1.79 1.38 0.33
H 2.384380 1.419078 -6.183449 2.73 -0.81 -0.94 0.34
N 1.286446 -2.983038 2.227118 -1.03 -3.19 -4.31 -0.59
N -2.538351 0.140944 1.441203 -3.50 -0.64 -2.18 -0.04
N -0.735717 2.333414 -5.237467 2.34 1.10 -0.42 -0.71
O 2.673358 -2.158532 -0.966688 0.13 -0.91 0.56 -0.57
O 2.899238 -3.948187 0.420332 -0.57 -0.12 0.81 -0.55
O 2.622693 2.334714 -4.047165 -0.22 -0.56 -0.74 -0.54
O -1.312807 1.272963 -2.675199 1.36 -1.88 -1.43 -0.55
O 1.532176 1.668009 -5.945384 -1.53 0.47 1.16 -0.44

---

3.
41
Properties=species:S:1:pos:R:3:forces:R:3:mulliken_charge:R:1 method="wB97M-V/def2-TZVPD" relative_energy_kj_mol=121.0 total_energy_ha=-1085.38869 homo_energy_ev=-8.509 smiles="NC(=O)CC[C@H](N)C(=O)N[C@@H](Cc1ccc(O)cc1)C(=O)O" charge=0 gap_ev=9.080
C 0.548251 -2.617447 1.123527 1.05 1.94 0.33 0.33
C -0.101844 -1.174922 0.995056 -0.67 -0.96 0.86 0.17
C 1.986940 -2.582902 1.776839 -0.80 -0.70 0.51 -0.91
C 3.097061 -2.068712 0.889662 0.14 0.98 0.04 -0.86
C 2.844449 -0.673707 0.319524 -0.33 1.02 -0.43 0.40
C -2.252510 -0.282383 0.311286 0.81 -0.42 -0.49 0.21
C -3.460667 -1.232659 0.276105 -0.79 0.27 -0.29 0.16
C -2.299646 0.690530 -0.849556 -0.89 0.77 -2.03 -1.37
C -1.136359 1.736013 -1.046271 -1.91 -1.99 0.50 0.39
C 0.046714 1.256610 -1.554792 3.43 1.47 0.19 -0.47
C -1.277641 3.068390 -0.716102 0.46 1.39 0.16 -0.36
C 1.202805 2.147170 -1.484195 -1.05 -2.01 -1.21 -0.77
C -0.190537 3.975126 -0.852552 -2.24 -1.07 0.47 -0.86
C 1.022897 3.478588 -1.210801 1.71 -0.30 -0.07 1.00
H 0.974250 -2.688013 -0.891150 -0.40 -0.52 0.77 0.26
H 0.845053 -4.169801 -0.172020 0.06 -0.27 0.01 0.28
H -0.146364 -3.081997 1.830350 0.10 -0.25 -0.10 0.51
H 2.250951 -3.619125 2.096711 -0.25 0.54 -0.33 0.43
H 2.009217 -2.014176 2.720000 -0.50 -0.03 -0.31 0.34
H 4.007669 -1.988143 1.490696 0.02 -0.17 -0.09 0.40
H 3.293731 -2.715851 0.059429 0.09 -0.37 -0.49 0.32
H 2.675947 1.276635 0.850474 -0.24 -0.27 0.44 0.27
H 2.712646 0.176799 2.249843 -0.05 0.23 -0.88 0.21
H -1.388383 -2.030395 -0.314440 0.91 0.51 0.19 0.38
H -2.174799 0.242394 1.266630 -0.04 -0.18 0.06 0.58
H -3.287210 1.178013 -0.762254 0.45 0.15 -0.37 0.50
H -2.334854 0.037849 -1.799982 -0.03 1.02 1.28 0.35
H 0.187874 0.250196 -1.972317 -0.17 0.47 0.56 0.30
H -2.240468 3.472504 -0.362104 0.54 -0.37 -0.18 0.34
H 2.250703 1.880425 -1.746296 -1.17 -0.30 0.05 0.51
H -0.374748 4.996881 -0.619007 0.10 0.75 0.10 0.33
H 1.893672 5.159189 -1.178282 0.76 -0.92 -0.14 0.30
H -4.003776 -2.965571 0.483640 -0.98 -0.84 -0.05 0.35
N 0.459020 -3.240543 -0.175205 0.44 0.32 -0.87 -0.75
N 2.794554 0.349348 1.246066 0.58 -0.79 -0.80 -0.24
N -1.109948 -1.133644 0.102229 -0.18 -1.44 -0.46 -0.12
O 0.042662 -0.252188 1.767515 0.88 -0.02 0.57 -0.73
O 2.706491 -0.455826 -0.896552 0.29 -0.58 1.70 -0.62
O -4.576486 -0.910211 -0.063341 0.92 -0.33 0.50 -0.57
O 2.193619 4.226048 -1.305282 -1.43 1.45 0.36 -0.55
O -3.158281 -2.550588 0.584169 0.38 1.84 -0.04 -0.45